1.
# C24H34N6OS

A cluster of 7 separate species, C24H34N6OS in total at a distorted geometry (ωB97M-V/def2-TZVPD, the Open Molecules 2025 dataset).

XYZ file:
```
66
Properties=species:S:1:pos:R:3:nbo_charge:R:1
C 5.765 17.959 -6.147 -1.010
S 6.365 16.311 -5.556 1.123
O 7.837 16.226 -5.904 -0.998
C 5.496 15.194 -6.762 -1.042
H 5.824 17.961 -7.236 0.218
H 6.479 18.754 -5.933 0.235
H 4.808 18.288 -5.740 0.226
H 5.768 14.178 -6.477 0.222
H 5.883 15.298 -7.775 0.221
H 4.412 15.278 -6.846 0.219
C 9.029 18.827 -6.933 -0.761
C 10.473 18.895 -7.020 0.343
N 11.617 18.930 -7.157 -0.416
H 8.745 18.527 -5.924 0.282
H 8.748 18.018 -7.607 0.269
H 8.550 19.742 -7.283 0.260
N 7.977 19.473 -13.284 -0.510
C 7.596 20.685 -12.766 -0.137
C 7.975 20.655 -11.374 -0.317
C 8.512 19.422 -11.045 -0.329
C 8.625 18.774 -12.303 -0.097
H 7.763 19.285 -14.253 0.412
H 7.264 21.531 -13.350 0.206
H 7.816 21.471 -10.685 0.215
H 8.975 19.115 -10.119 0.235
H 9.029 17.807 -12.563 0.202
N 11.274 22.143 -7.953 -0.516
C 10.114 21.986 -8.703 -0.103
C 9.035 22.215 -7.943 -0.318
C 9.434 22.606 -6.653 -0.346
C 10.794 22.394 -6.730 -0.047
H 12.214 22.193 -8.318 0.424
H 10.126 21.624 -9.721 0.218
H 8.012 22.207 -8.291 0.216
H 8.853 22.933 -5.803 0.228
H 11.446 22.602 -5.895 0.194
N 14.105 17.193 -2.958 -0.523
C 14.213 18.375 -3.653 -0.109
C 13.009 18.679 -4.191 -0.296
C 12.176 17.536 -3.973 -0.336
C 12.911 16.643 -3.237 -0.108
H 14.864 16.704 -2.506 0.406
H 15.134 18.935 -3.586 0.205
H 12.758 19.526 -4.813 0.242
H 11.158 17.472 -4.330 0.244
H 12.765 15.655 -2.827 0.208
N 8.313 19.020 -2.164 -0.502
C 8.586 19.811 -3.228 -0.086
C 7.431 20.262 -3.758 -0.329
C 6.390 19.732 -2.940 -0.339
C 6.968 18.892 -1.953 -0.136
H 8.945 18.587 -1.506 0.407
H 9.591 20.124 -3.471 0.214
H 7.271 21.025 -4.506 0.221
H 5.358 19.949 -3.172 0.213
H 6.558 18.508 -1.030 0.210
N 14.241 15.923 -6.150 -0.507
C 14.736 14.629 -6.091 -0.110
C 14.917 14.237 -7.428 -0.311
C 14.446 15.192 -8.279 -0.317
C 14.063 16.276 -7.477 -0.074
H 13.797 16.438 -5.404 0.435
H 14.852 14.021 -5.206 0.203
H 15.205 13.250 -7.758 0.203
H 14.403 15.041 -9.348 0.214
H 13.517 17.186 -7.679 0.235
```

Properties
E_tot in eV: -47257.77159
Highest occupied orbital energy (alpha / beta) in eV: 0.98 / -5.71
Total charge: -1
Kohn-Sham gap (alpha / beta) in eV: 1.54 / 8.16
Multiplicity: 2

---

2.
# C24H35AsF5N4PdSeSi2Te

A structure of composition C24H35AsF5N4PdSeSi2Te at a distorted geometry (ωB97M-V/def2-TZVPD, the Open Molecules 2025 dataset).

XYZ file:
```
74
Properties=species:S:1:pos:R:3:mulliken_spin:R:1
Pd 0.501 0.314 -0.511 0.673
C -1.499 -4.355 1.027 0.026
Si -2.692 -3.318 -0.065 0.124
C -3.295 -4.111 -1.699 0.021
C -4.094 -2.452 0.915 0.003
As -1.412 -1.242 -1.079 0.914
Si 0.935 -1.803 -1.810 0.042
C 1.320 -0.717 -3.360 0.002
C 2.331 -2.007 -0.482 0.063
C 0.532 -3.548 -2.475 0.090
H -1.965 -5.275 1.367 0.005
H -1.195 -3.804 1.915 -0.004
H -0.600 -4.631 0.481 -0.003
H -3.991 -4.928 -1.536 0.004
H -2.462 -4.494 -2.283 0.001
H -3.795 -3.349 -2.294 -0.004
H -4.916 -3.124 1.148 0.001
H -4.490 -1.631 0.317 0.002
H -3.733 -2.046 1.857 -0.002
H 1.019 0.332 -3.242 -0.007
H 0.782 -1.112 -4.220 0.003
H 2.382 -0.740 -3.596 0.005
H 2.561 -1.066 0.031 -0.014
H 3.249 -2.370 -0.932 0.006
H 2.028 -2.722 0.279 0.004
H -0.286 -3.495 -3.190 0.002
H 0.245 -4.233 -1.686 -0.016
H 1.399 -3.953 -2.982 0.014
C -0.229 -1.036 2.535 -0.009
N 0.144 0.255 1.931 0.136
C -0.956 1.210 2.205 0.009
N -1.204 1.350 3.619 0.010
C -1.551 0.046 4.168 0.001
N -0.478 -0.921 3.957 0.008
C 0.736 -0.414 4.598 0.000
N 1.111 0.882 4.052 0.010
C 1.347 0.753 2.633 -0.052
C 0.016 1.819 4.270 0.006
H 0.586 -1.751 2.371 -0.004
H -1.140 -1.403 2.037 -0.002
H -1.877 0.841 1.730 0.009
H -0.691 2.190 1.780 -0.012
H -2.462 -0.316 3.683 -0.001
H -1.739 0.145 5.237 0.000
H 1.550 -1.124 4.434 -0.001
H 0.561 -0.319 5.671 0.000
H 2.173 0.054 2.475 -0.003
H 1.622 1.734 2.226 0.012
H 0.289 2.795 3.860 -0.001
H -0.166 1.924 5.341 0.000
F 7.125 -0.158 -2.595 0.002
C 5.966 0.379 -2.226 0.022
C 5.142 0.979 -3.176 -0.011
F 5.523 1.031 -4.449 0.000
C 3.924 1.515 -2.785 -0.019
F 3.111 2.090 -3.680 0.003
C 3.491 1.457 -1.463 0.085
Se 1.849 2.224 -0.962 0.648
C 4.339 0.869 -0.532 -0.051
F 3.913 0.822 0.744 -0.013
C 5.564 0.330 -0.891 -0.010
F 6.350 -0.239 0.025 0.000
Te -1.810 1.396 -1.239 1.047
C -2.385 3.467 -1.808 0.261
C -1.422 4.366 -2.213 -0.014
C -1.807 5.667 -2.500 0.000
C -3.135 6.041 -2.373 0.022
C -4.086 5.121 -1.962 -0.006
C -3.716 3.817 -1.681 -0.029
H -0.383 4.064 -2.297 0.001
H -1.063 6.379 -2.825 0.000
H -3.429 7.055 -2.597 0.002
H -5.121 5.410 -1.863 0.000
H -4.446 3.087 -1.358 -0.012
```

Properties
E_tot in eV: -197708.27068
Highest occupied orbital energy (alpha / beta) in eV: -10.28 / -10.74
Total charge: +1
Kohn-Sham gap (alpha / beta) in eV: 7.89 / 5.32
Multiplicity: 5

---

3.
# C24H35BBr12ClF2NO6S

A structure of composition C24H35BBr12ClF2NO6S at a distorted geometry (ωB97M-V/def2-TZVPD, the Open Molecules 2025 dataset).

XYZ file:
```
83
Properties=species:S:1:pos:R:3:lowdin_charge:R:1
C -1.829 4.379 -0.127 -0.122
O -0.439 4.464 0.084 -0.189
C 0.298 3.673 -0.871 -0.199
C 1.252 2.786 -0.051 -0.130
C 0.417 1.897 0.893 -0.085
C 0.940 0.443 1.181 -0.311
C 0.255 0.134 2.578 -0.083
C 1.181 0.246 3.779 -0.209
F 1.514 1.565 4.064 -0.032
O 2.322 0.627 1.544 -0.184
S 3.568 0.374 0.606 0.657
O 4.181 1.639 0.313 -0.261
O 4.523 -0.443 1.299 -0.252
C 3.058 -0.351 -0.946 -0.198
B 3.941 -1.658 -1.357 -0.615
C 4.238 -2.934 -0.470 -0.010
O 4.521 -1.600 -2.590 0.139
C 1.511 -0.520 -1.217 -0.457
Cl 1.495 -2.100 -2.164 0.924
C 1.007 0.529 -2.265 -0.215
O 0.422 -0.061 -3.409 -0.250
C -0.328 0.884 -4.148 -0.121
C 0.593 -0.627 0.088 -0.192
C 0.812 -2.058 0.642 -0.172
C 0.028 -3.163 0.270 -0.063
C 0.270 -4.406 0.804 -0.130
N 1.192 -4.734 1.723 0.096
C 1.884 -3.661 2.087 -0.266
C 1.767 -2.369 1.607 -0.038
C -0.894 -0.472 -0.324 -0.289
C -1.966 -0.852 0.708 0.000
F -1.205 -1.212 -1.476 -0.032
H -2.098 4.594 -1.171 0.090
H -2.352 5.059 0.546 0.090
H -2.222 3.370 0.087 0.078
H 0.839 4.363 -1.525 0.131
H -0.448 3.089 -1.424 0.093
H 1.830 3.504 0.534 0.131
H 1.968 2.280 -0.698 0.088
H 0.527 2.373 1.871 0.123
H -0.660 1.927 0.724 0.102
H -0.553 0.845 2.771 0.116
H -0.207 -0.852 2.630 0.095
H 0.591 -0.082 4.643 0.036
H 2.054 -0.407 3.758 0.107
H 3.401 0.388 -1.676 0.121
H 3.441 -3.670 -0.627 0.067
H 5.161 -3.419 -0.819 0.071
H 4.354 -2.761 0.599 0.049
H 5.054 -2.390 -2.725 0.107
H 1.840 1.126 -2.674 0.142
H 0.313 1.262 -1.850 0.080
H 0.314 1.414 -4.866 0.100
H -0.908 1.573 -3.520 0.090
H -1.053 0.321 -4.744 -0.022
H -0.777 -3.063 -0.446 0.108
H -0.349 -5.232 0.453 0.112
H 2.634 -3.831 2.875 -0.004
H 2.423 -1.622 2.033 0.097
H -1.140 0.543 -0.639 0.129
H -2.880 -1.100 0.169 0.099
H -1.679 -1.609 1.432 0.076
H -2.213 0.054 1.276 0.084
C -1.755 2.514 6.785 -1.629
Br -1.561 0.622 7.089 0.537
Br -2.595 2.871 5.085 0.561
Br -2.677 3.388 8.234 0.575
H -0.760 2.933 6.740 -0.026
C -3.570 -0.908 -6.801 -1.648
Br -2.856 -2.237 -5.603 0.596
Br -2.919 0.852 -6.366 0.621
Br -3.246 -1.351 -8.647 0.578
H -4.641 -0.893 -6.660 -0.125
C -7.241 1.394 -6.183 -1.616
Br -6.582 0.049 -4.971 0.606
Br -6.546 3.138 -5.756 0.573
Br -6.891 0.914 -8.016 0.589
H -8.313 1.437 -6.060 -0.030
C 0.865 -2.728 6.348 -1.552
Br -0.845 -2.242 5.587 0.574
Br 2.017 -3.441 4.978 0.751
Br 1.702 -1.273 7.293 0.595
H 0.677 -3.509 7.071 -0.027
```

Properties
E_tot in eV: -909206.22059
Highest occupied orbital energy in eV: -9.56
Kohn-Sham gap in eV: 9.18
Multiplicity: 1

---

Copy entry 2 word for word.
# C24H35AsF5N4PdSeSi2Te

A structure of composition C24H35AsF5N4PdSeSi2Te at a distorted geometry (ωB97M-V/def2-TZVPD, the Open Molecules 2025 dataset).

XYZ file:
```
74
Properties=species:S:1:pos:R:3:mulliken_spin:R:1
Pd 0.501 0.314 -0.511 0.673
C -1.499 -4.355 1.027 0.026
Si -2.692 -3.318 -0.065 0.124
C -3.295 -4.111 -1.699 0.021
C -4.094 -2.452 0.915 0.003
As -1.412 -1.242 -1.079 0.914
Si 0.935 -1.803 -1.810 0.042
C 1.320 -0.717 -3.360 0.002
C 2.331 -2.007 -0.482 0.063
C 0.532 -3.548 -2.475 0.090
H -1.965 -5.275 1.367 0.005
H -1.195 -3.804 1.915 -0.004
H -0.600 -4.631 0.481 -0.003
H -3.991 -4.928 -1.536 0.004
H -2.462 -4.494 -2.283 0.001
H -3.795 -3.349 -2.294 -0.004
H -4.916 -3.124 1.148 0.001
H -4.490 -1.631 0.317 0.002
H -3.733 -2.046 1.857 -0.002
H 1.019 0.332 -3.242 -0.007
H 0.782 -1.112 -4.220 0.003
H 2.382 -0.740 -3.596 0.005
H 2.561 -1.066 0.031 -0.014
H 3.249 -2.370 -0.932 0.006
H 2.028 -2.722 0.279 0.004
H -0.286 -3.495 -3.190 0.002
H 0.245 -4.233 -1.686 -0.016
H 1.399 -3.953 -2.982 0.014
C -0.229 -1.036 2.535 -0.009
N 0.144 0.255 1.931 0.136
C -0.956 1.210 2.205 0.009
N -1.204 1.350 3.619 0.010
C -1.551 0.046 4.168 0.001
N -0.478 -0.921 3.957 0.008
C 0.736 -0.414 4.598 0.000
N 1.111 0.882 4.052 0.010
C 1.347 0.753 2.633 -0.052
C 0.016 1.819 4.270 0.006
H 0.586 -1.751 2.371 -0.004
H -1.140 -1.403 2.037 -0.002
H -1.877 0.841 1.730 0.009
H -0.691 2.190 1.780 -0.012
H -2.462 -0.316 3.683 -0.001
H -1.739 0.145 5.237 0.000
H 1.550 -1.124 4.434 -0.001
H 0.561 -0.319 5.671 0.000
H 2.173 0.054 2.475 -0.003
H 1.622 1.734 2.226 0.012
H 0.289 2.795 3.860 -0.001
H -0.166 1.924 5.341 0.000
F 7.125 -0.158 -2.595 0.002
C 5.966 0.379 -2.226 0.022
C 5.142 0.979 -3.176 -0.011
F 5.523 1.031 -4.449 0.000
C 3.924 1.515 -2.785 -0.019
F 3.111 2.090 -3.680 0.003
C 3.491 1.457 -1.463 0.085
Se 1.849 2.224 -0.962 0.648
C 4.339 0.869 -0.532 -0.051
F 3.913 0.822 0.744 -0.013
C 5.564 0.330 -0.891 -0.010
F 6.350 -0.239 0.025 0.000
Te -1.810 1.396 -1.239 1.047
C -2.385 3.467 -1.808 0.261
C -1.422 4.366 -2.213 -0.014
C -1.807 5.667 -2.500 0.000
C -3.135 6.041 -2.373 0.022
C -4.086 5.121 -1.962 -0.006
C -3.716 3.817 -1.681 -0.029
H -0.383 4.064 -2.297 0.001
H -1.063 6.379 -2.825 0.000
H -3.429 7.055 -2.597 0.002
H -5.121 5.410 -1.863 0.000
H -4.446 3.087 -1.358 -0.012
```

Properties
E_tot in eV: -197708.27068
Highest occupied orbital energy (alpha / beta) in eV: -10.28 / -10.74
Total charge: +1
Kohn-Sham gap (alpha / beta) in eV: 7.89 / 5.32
Multiplicity: 5

---

Among the records above, which one has the lowest multiplicity?
C24H35BBr12ClF2NO6S

---

What is the E_tot in the third record?
-909206.22059 eV

---

Among the records above, which one has the lowest E_tot?
C24H35BBr12ClF2NO6S